# 1
The following is a quantum chemistry calculation of 2 unconnected molecules or ions with the total composition C8H14OS at a distorted geometry, from OMol25.

Structure (XYZ):
```
24
Properties=species:S:1:pos:R:3
C -1.562 0.956 -0.566
C -0.437 1.224 0.100
C 2.700 -1.657 -0.404
C -2.155 -0.413 -0.689
C -1.179 -1.516 -0.284
C -0.425 -1.125 0.994
C 0.323 0.123 0.679
C 0.123 2.599 0.253
O 2.750 0.932 -0.188
S 1.882 -0.208 -0.311
H -2.127 1.757 -1.026
H 3.435 -1.735 0.386
H 2.011 -2.488 -0.439
H -3.044 -0.452 -0.049
H -2.497 -0.575 -1.715
H -1.717 -2.453 -0.127
H -0.457 -1.677 -1.089
H -1.137 -0.952 1.803
H 0.257 -1.922 1.296
H 1.170 0.851 2.022
H 0.088 2.884 1.305
H -0.438 3.327 -0.327
H 1.168 2.611 -0.049
H 1.269 -0.093 -1.573
```

Calculated values
**LUMO level**: 0.16 eV
**HOMO-LUMO gap**: 8.33 eV
**Highest occupied orbital energy**: -8.18 eV
**Electronic energy**: -786.4342 Ha
**Relative energy (zero: lowest compared OMol25 entry of this formula, charge and spin)**: 128.8 kcal/mol



# 2
The following is a quantum chemistry calculation of C8H14Si in the gas phase at a distorted geometry, from OMol25.

Structure (XYZ):
```
23
Properties=species:S:1:pos:R:3
C -1.566 -2.459 -0.465
C -1.093 -1.228 -0.337
C 0.412 -1.050 0.004
C 1.562 -0.865 0.293
C 2.956 -0.617 0.608
C 3.576 0.373 -0.379
Si -2.067 0.398 -0.412
C -2.933 0.682 1.263
C -0.842 1.811 -0.749
H -2.607 -2.626 -0.688
H -0.949 -3.337 -0.359
H 3.018 -0.212 1.624
H 3.505 -1.562 0.584
H 3.504 -0.011 -1.396
H 4.626 0.534 -0.139
H 3.056 1.330 -0.336
H -3.070 0.317 -1.486
H -3.302 1.702 1.342
H -3.784 0.013 1.388
H -2.254 0.509 2.095
H -0.160 1.943 0.088
H -0.236 1.601 -1.628
H -1.352 2.757 -0.914
```

Calculated values
**LUMO level**: 0.94 eV
**HOMO-LUMO gap**: 9.95 eV
**Highest occupied orbital energy**: -9.00 eV
**Electronic energy**: -602.6474 Ha
**Relative energy (zero: lowest compared OMol25 entry of this formula, charge and spin)**: 33.2 kcal/mol
**SMILES string**: C=C(C#CCC)[SiH](C)C



# 3
The following is a quantum chemistry calculation of a molecular structure, C8H15AlBN2O2S2 at a distorted geometry, from OMol25.

Structure (XYZ):
```
31
Properties=species:S:1:pos:R:3
C -2.409 -0.884 0.671
O -2.926 -1.449 -0.515
B -2.786 -0.615 -1.649
O -3.940 -0.523 -2.458
Al -1.058 0.431 -2.284
C 0.662 -0.124 -1.316
C 0.844 -1.655 -1.164
C 1.760 -2.107 0.002
S 1.315 -1.469 1.653
C 2.283 0.040 1.899
S 3.886 0.062 2.102
N 1.522 1.218 1.883
C 1.912 2.459 1.402
C 0.842 3.266 1.555
N -0.232 2.576 2.136
C 0.223 1.382 2.291
H -1.455 -0.351 0.537
H -2.204 -1.720 1.365
H -3.112 -0.211 1.188
H -4.288 -1.409 -2.638
H -1.192 2.044 -2.169
H -0.840 0.051 -3.852
H 1.540 0.248 -1.878
H 0.677 0.396 -0.344
H 1.357 -1.985 -2.085
H -0.112 -2.204 -1.138
H 2.812 -1.884 -0.221
H 1.688 -3.206 0.072
H 2.868 2.738 0.982
H 0.736 4.308 1.274
H -0.372 0.573 2.702
```

Calculated values
**Charge**: -1
**LUMO level**: 1.53 eV
**HOMO-LUMO gap**: 5.96 eV
**Highest occupied orbital energy**: -4.43 eV
**Electronic energy**: -1637.5406 Ha



# 4
The following is a quantum chemistry calculation of a molecular structure, C8H15AsFN2O3 at a distorted geometry, from OMol25.

Structure (XYZ):
```
30
Properties=species:S:1:pos:R:3
C 1.718 0.093 3.789
C 1.342 -0.197 2.549
As 0.497 -0.613 0.713
C 1.761 -2.193 0.459
N 2.037 -2.521 -0.978
O -0.576 0.873 0.979
C -1.982 0.579 0.821
C -2.649 1.175 -0.530
C -3.278 -0.066 -1.378
C 1.918 0.618 -0.088
O 3.118 0.276 -0.349
N 1.589 2.081 -0.384
C 1.341 2.255 -1.840
O 1.705 1.411 -2.709
F 0.688 3.480 -2.238
H 1.873 0.616 4.797
H -0.142 -0.910 -0.681
H -0.455 -1.576 1.467
H 1.285 -3.153 0.926
H 2.730 -1.994 1.065
H 1.202 -2.433 -1.576
H 2.426 -3.488 -1.012
H -2.524 1.095 1.717
H -2.257 -0.535 0.871
H -1.958 1.852 -1.146
H -3.558 1.836 -0.227
H -4.168 0.297 -2.036
H -2.471 -0.524 -2.067
H -3.713 -0.898 -0.689
H 2.509 2.555 -0.214
```

Calculated values
**Charge**: -1
**LUMO level**: 3.44 eV
**HOMO-LUMO gap**: 8.43 eV
**Highest occupied orbital energy**: -5.00 eV
**Electronic energy**: -2984.4552 Ha



# 5
The following is a quantum chemistry calculation of C8H15B in the gas phase at a distorted geometry, from OMol25.

Structure (XYZ):
```
24
Properties=species:S:1:pos:R:3
B -2.089 -1.277 2.089
C 1.566 -0.397 -0.850
C 0.861 0.812 -1.507
C 0.713 -1.678 -0.710
C 0.391 1.951 -0.620
C -0.714 -1.445 -0.231
C -0.642 1.646 0.514
C -0.691 -0.967 1.191
C -0.246 0.463 1.392
H -2.494 -0.883 3.126
H 2.301 -0.715 -1.542
H 1.897 -0.032 0.151
H 1.441 1.191 -2.410
H -0.022 0.420 -1.881
H 0.647 -2.148 -1.659
H 1.209 -2.151 0.055
H 1.102 2.437 0.084
H 0.121 2.906 -1.166
H -1.293 -0.781 -0.855
H -1.356 -2.456 -0.286
H -0.800 2.599 0.948
H -1.636 1.414 -0.080
H -0.074 -1.560 1.770
H -0.191 0.650 2.475
```

Calculated values
**LUMO level (spin up / spin down)**: 0.11 / 0.13 eV
**HOMO-LUMO gap (spin up / spin down)**: 7.58 / 7.58 eV
**Highest occupied orbital energy (spin up / spin down)**: -7.47 / -7.45 eV
**Electronic energy**: -338.4477 Ha
**Relative energy (zero: lowest compared OMol25 entry of this formula, charge and spin)**: 105.7 kcal/mol